Entry 1:
Entry from OMol25: a cluster of 3 separate species, C2H8NOP in total (wB97M-V/def2-TZVPD).

* Kohn-Sham gap: 8.8 eV
* total energy: -15026.82739 eV
* highest occupied orbital energy: -8.7 eV

Positions of all 13 atoms, in Å:
H (-1.83, 2.32, -0.18)
O (-0.83, 3.65, -1.94)
H (2.77, -3.68, 0.51)
H (0.44, -1.70, -1.29)
C (-0.27, -0.94, -0.95)
H (-0.98, -0.78, -1.73)
P (-0.48, 2.78, -0.76)
H (1.99, -0.51, -0.57)
H (2.13, 1.15, 0.06)
H (-0.67, -1.54, -0.03)
C (1.48, 0.45, -0.37)
N (0.26, 0.38, -0.54)
H (2.99, -3.97, -0.14)



Entry 2:
Entry from OMol25: a structure of composition C12H8NO2S2Te4W (wB97M-V/def2-TZVPD).

* Kohn-Sham gap (spin up / spin down): 5.2 / 5.2 eV
* total energy: -70827.41545 eV
* total charge: -1
* highest occupied orbital energy (spin up / spin down): -4.1 / -4.1 eV

Positions of all 30 atoms, in Å:
H (-3.60, 2.56, 5.22)
C (1.64, 3.36, -0.94)
H (-4.78, 3.31, 3.15)
O (2.47, 0.02, 0.22)
C (-1.55, 1.13, 2.90)
W (0.49, -0.05, 0.46)
S (-1.63, 1.29, 0.09)
H (1.23, 5.46, -0.80)
N (1.09, 2.08, 0.99)
C (0.72, 4.42, 1.00)
S (-0.14, 0.06, 2.93)
C (-3.35, 2.38, 1.86)
C (-2.19, 1.61, 1.74)
C (-3.87, 2.72, 3.09)
H (-3.84, 2.72, 0.95)
Te (-3.42, -3.34, -0.57)
Te (1.48, -5.20, 1.30)
Te (-1.56, -1.65, 0.37)
H (-1.60, 1.15, 5.03)
C (0.68, 3.17, 1.61)
H (0.38, 5.29, 1.55)
C (1.56, 2.15, -0.27)
H (0.29, 3.04, 2.62)
C (1.20, 4.50, -0.29)
C (-2.09, 1.51, 4.14)
H (2.03, 3.37, -1.95)
C (1.93, 0.77, -0.80)
Te (0.98, -2.59, 0.83)
C (-3.22, 2.29, 4.24)
O (0.83, 0.10, -1.47)



Relative energy (zero: lowest compared OMol25 entry of this formula, charge and spin) in kJ/mol, matching the order above: 414.4 384.9